# C40H75Al2BBrF10MgN5O14PS

C40H75Al2BBrF10MgN5O14PS as an isolated structure in a non-equilibrium geometry (ωB97M-V/def2-TZVPD, the OMol25 dataset).

Each line ends with the Löwdin charge.
CARTESIAN COORDINATES (ANGSTROEM)
C 0.021 1.142 4.715  0.035
C -1.135 0.459 4.620  -0.176
C -2.112 0.656 3.502  -0.122
C -2.043 -0.392 2.312  -0.315
C -1.431 0.342 1.093  -0.068
C -0.045 0.953 1.320  -0.384
C 1.177 0.127 0.938  -0.015
N 0.170 2.123 1.758  0.173
C -1.085 -1.514 2.721  -0.081
C -1.056 -2.675 1.656  -0.151
B -0.124 -3.822 2.321  -0.576
N -0.510 -4.565 3.513  0.179
O 1.102 -4.140 1.797  0.166
C -2.518 -3.203 1.635  -0.092
C -3.527 -2.118 1.192  -0.191
C -3.575 -1.845 -0.336  -0.186
C -2.850 -2.903 -1.142  -0.647
C -3.604 -4.235 -1.305  -0.115
Br -2.625 -2.193 -2.992  0.724
N -3.444 -0.896 2.054  0.019
C -4.360 0.184 1.631  -0.091
C -5.821 -0.269 1.523  -0.399
C -6.365 -1.051 2.681  -0.024
N -6.520 0.043 0.518  0.182
H 0.022 2.231 4.686  0.062
H 0.980 0.656 4.882  0.076
H -1.353 -0.290 5.382  0.107
H -2.121 1.680 3.126  0.110
H -3.122 0.516 3.932  0.113
H -2.065 1.127 0.674  0.117
H -1.304 -0.390 0.291  0.101
H 1.923 0.790 0.513  0.089
H 1.550 -0.468 1.771  0.086
H 0.865 -0.553 0.145  0.058
H -0.727 2.583 1.936  0.048
H -1.469 -2.005 3.619  0.119
H -0.059 -1.185 2.826  0.116
H -0.670 -2.348 0.692  0.116
H -1.123 -4.051 4.133  0.053
H -0.889 -5.479 3.306  0.091
H 1.077 -4.354 0.848  0.079
H -2.769 -3.411 2.681  0.121
H -2.674 -4.136 1.100  0.122
H -4.492 -2.582 1.413  0.153
H -4.624 -1.869 -0.648  0.126
H -3.213 -0.863 -0.635  0.083
H -1.835 -3.095 -0.814  0.077
H -4.247 -4.474 -0.460  0.091
H -4.167 -4.200 -2.236  0.055
H -2.863 -5.021 -1.464  0.095
H -3.777 -1.189 2.979  0.166
H -4.100 0.621 0.672  0.112
H -4.377 1.011 2.343  0.132
H -5.665 -1.071 3.529  0.077
H -6.566 -2.089 2.394  0.065
H -7.283 -0.612 3.066  0.091
H -5.985 0.591 -0.157  0.053
F -1.040 1.123 -2.428  -0.185
Al 0.414 0.581 -3.145  -0.239
F 1.355 -0.203 -2.016  -0.119
F 1.237 1.886 -3.796  -0.145
F -0.025 -0.531 -4.448  -0.259
N -9.152 -2.879 1.765  -0.628
O -9.324 -2.100 2.724  -0.067
O -8.057 -3.494 1.659  -0.101
O -10.037 -3.042 0.920  -0.035
O 4.564 -5.051 -5.028  -0.181
P 5.120 -3.763 -5.495  0.552
O 6.486 -3.524 -4.632  -0.163
C 7.632 -4.333 -4.836  -0.275
C 8.395 -3.927 -6.080  -0.078
O 4.166 -2.680 -4.737  -0.212
C 2.849 -2.992 -4.265  -0.285
C 2.862 -3.264 -2.774  -0.062
O 5.508 -2.659 -6.646  -0.197
C 4.735 -2.639 -7.864  -0.264
C 3.369 -2.006 -7.666  -0.081
H 7.349 -5.433 -4.904  0.104
H 8.256 -4.212 -3.952  0.127
H 7.819 -4.136 -6.984  0.071
H 9.334 -4.474 -6.138  0.077
H 8.599 -2.854 -6.066  0.080
H 2.417 -3.825 -4.824  0.108
H 2.223 -2.117 -4.467  0.092
H 3.567 -4.053 -2.515  0.072
H 1.874 -3.558 -2.420  0.066
H 3.176 -2.373 -2.228  0.077
H 4.641 -3.653 -8.258  0.117
H 5.312 -2.058 -8.582  0.116
H 2.706 -2.667 -7.105  0.066
H 2.900 -1.807 -8.632  0.075
H 3.451 -1.074 -7.108  0.085
C 6.344 -7.880 -2.586  -0.054
C 7.780 -8.126 -2.207  -0.308
O 7.900 -9.534 -2.358  0.121
C 7.005 -9.896 -3.324  -0.564
O 7.022 -10.947 -3.884  0.145
O 6.116 -8.918 -3.557  0.087
F 8.024 -7.798 -0.903  0.053
H 5.662 -8.010 -1.751  0.123
H 6.184 -6.898 -3.016  0.126
H 8.505 -7.628 -2.848  0.142
C 3.552 5.802 5.433  -0.082
C 3.154 4.752 4.409  -0.282
O 1.764 4.503 4.355  -0.178
C 0.934 5.600 4.010  -0.274
C 1.219 6.181 2.637  -0.071
H 3.177 5.533 6.422  0.079
H 4.638 5.890 5.481  0.075
H 3.148 6.784 5.184  0.064
H 3.617 3.801 4.675  0.118
H 3.533 5.013 3.415  0.109
H 0.985 6.378 4.781  0.108
H -0.086 5.212 4.026  0.112
H 2.216 6.623 2.584  0.074
H 0.493 6.960 2.392  0.027
H 1.164 5.402 1.874  0.085
C -1.816 11.108 0.262  -0.220
C -3.085 10.282 0.013  -0.210
C -2.742 8.816 0.306  -0.216
S -1.421 8.844 1.525  0.666
O -0.234 8.305 0.918  -0.317
O -1.920 8.360 2.788  -0.326
C -1.258 10.624 1.596  -0.226
H -2.026 12.176 0.281  0.115
H -1.093 10.921 -0.535  0.120
H -3.876 10.617 0.688  0.118
H -3.452 10.402 -1.005  0.114
H -3.591 8.272 0.715  0.089
H -2.367 8.306 -0.579  0.109
H -0.215 10.890 1.752  0.110
H -1.865 10.978 2.430  0.108
C -6.069 4.622 2.766  -0.088
C -5.499 3.904 1.724  -0.105
C -4.293 4.317 1.169  -0.102
C -3.651 5.444 1.665  -0.094
C -4.219 6.161 2.710  -0.091
C -5.429 5.753 3.257  -0.082
H -7.008 4.300 3.195  0.105
H -5.997 3.020 1.343  0.090
H -3.851 3.758 0.352  0.095
H -2.707 5.763 1.239  0.100
H -3.716 7.038 3.100  0.078
H -5.873 6.314 4.068  0.103
Mg -1.911 0.288 -5.137  1.060
F 2.651 -7.563 0.701  -0.191
Al 2.709 -6.816 -0.823  -0.123
F 2.054 -7.858 -1.991  -0.189
F 4.326 -6.431 -1.231  -0.174
F 1.770 -5.368 -0.757  -0.187
F 8.352 -6.835 -5.029  -0.381

Calculated values
Relative energy (zero: lowest compared OMol25 entry of this formula, charge and spin) in kcal per mole: 50.6
E_tot in eV: -215477.759
HOMO in eV: -6.024
Frontier orbital gap in eV: 1.143
Charge: -1
2S+1: 1

***

# C40H77F24N8O29S8

C40H77F24N8O29S8 as an isolated structure in a non-equilibrium geometry (ωB97M-V/def2-TZVPD, the OMol25 dataset).

Each line ends with the Löwdin charge.
CARTESIAN COORDINATES (ANGSTROEM)
C -21.670 -18.501 11.424  -0.023
C -22.508 -18.296 10.163  -0.150
N -23.062 -19.491 9.468  -0.285
C -23.739 -19.054 8.231  0.038
C -22.014 -20.485 9.205  -0.187
C -20.807 -20.013 8.362  -0.030
C -23.997 -20.260 10.348  -0.089
C -25.131 -19.417 10.907  -0.211
O -24.694 -18.832 12.084  -0.170
C -25.619 -17.889 12.513  -0.101
H -21.318 -17.520 11.756  0.073
H -20.800 -19.142 11.304  0.083
H -22.288 -18.842 12.249  0.066
H -21.895 -17.755 9.423  0.135
H -23.379 -17.661 10.357  0.118
H -24.366 -18.188 8.473  0.085
H -24.423 -19.850 7.894  0.121
H -23.016 -18.861 7.485  0.093
H -22.489 -21.349 8.748  0.126
H -21.709 -20.809 10.193  0.117
H -20.958 -19.858 7.283  0.091
H -20.067 -20.824 8.457  0.092
H -20.403 -19.079 8.750  0.056
H -23.444 -20.613 11.216  0.141
H -24.361 -21.093 9.761  0.127
H -25.905 -20.185 10.988  0.134
H -25.421 -18.605 10.260  0.093
H -26.472 -18.335 13.069  0.095
H -26.076 -17.241 11.697  0.099
H -25.120 -17.157 13.166  0.084
C -21.590 -14.525 10.053  -0.024
C -22.971 -13.810 9.960  -0.134
N -23.491 -13.118 11.176  -0.234
C -22.412 -12.387 11.930  0.047
C -24.524 -12.168 10.743  -0.183
C -25.772 -12.786 10.120  -0.026
C -24.016 -14.169 12.066  -0.131
C -24.427 -13.839 13.440  -0.187
O -25.487 -12.892 13.350  -0.197
C -25.671 -12.346 14.631  -0.093
H -20.763 -13.830 10.265  0.084
H -21.383 -14.950 9.077  0.061
H -21.575 -15.337 10.791  0.057
H -23.729 -14.533 9.629  0.094
H -22.877 -13.045 9.183  0.137
H -21.715 -11.853 11.275  0.115
H -21.795 -13.155 12.397  0.093
H -22.817 -11.707 12.672  0.089
H -23.980 -11.442 10.114  0.130
H -24.810 -11.526 11.575  0.108
H -25.473 -13.541 9.404  0.057
H -26.425 -12.037 9.685  0.066
H -26.408 -13.311 10.860  0.094
H -23.239 -14.940 12.169  0.115
H -24.804 -14.721 11.533  0.135
H -23.591 -13.507 14.114  0.131
H -24.893 -14.741 13.827  0.129
H -26.140 -13.083 15.299  0.096
H -26.436 -11.586 14.481  0.083
H -24.740 -11.870 14.951  0.091
C -22.808 -8.939 4.124  -0.061
C -23.773 -9.347 5.211  -0.131
N -24.925 -10.213 4.706  -0.266
C -24.419 -11.562 4.310  0.017
C -25.900 -10.366 5.805  -0.166
C -25.429 -11.074 7.072  -0.021
C -25.584 -9.668 3.525  -0.124
C -26.511 -8.463 3.671  -0.188
O -25.713 -7.360 4.091  -0.183
C -26.537 -6.288 4.576  -0.088
H -23.087 -8.129 3.444  0.076
H -22.503 -9.837 3.585  0.068
H -21.928 -8.512 4.608  0.093
H -24.175 -8.502 5.780  0.121
H -23.207 -9.955 5.912  0.106
H -23.752 -11.551 3.452  0.101
H -25.264 -12.242 4.117  0.127
H -23.787 -11.909 5.126  0.095
H -26.781 -10.882 5.407  0.143
H -26.241 -9.371 6.006  0.084
H -25.309 -12.156 7.029  0.069
H -26.064 -10.801 7.913  0.062
H -24.441 -10.705 7.379  0.085
H -26.218 -10.481 3.159  0.138
H -24.827 -9.460 2.778  0.129
H -27.283 -8.681 4.434  0.122
H -26.983 -8.273 2.706  0.128
H -27.336 -6.718 5.201  0.078
H -26.951 -5.639 3.775  0.089
H -25.954 -5.579 5.163  0.086
C -19.913 -13.530 6.911  0.024
N -19.405 -12.864 5.688  -0.362
C -18.423 -13.642 4.989  -0.006
C -20.567 -12.597 4.809  -0.016
C -18.827 -11.544 6.071  -0.117
C -17.636 -11.662 6.993  -0.203
O -16.370 -11.810 6.311  -0.077
H -20.689 -14.230 6.576  0.098
H -20.345 -12.751 7.540  0.086
H -19.105 -14.068 7.406  0.105
H -17.839 -13.042 4.311  0.107
H -18.894 -14.512 4.532  0.126
H -17.738 -14.044 5.737  0.093
H -20.971 -13.536 4.449  0.077
H -20.242 -12.024 3.943  0.101
H -21.342 -12.036 5.333  0.102
H -19.637 -10.989 6.554  0.111
H -18.548 -11.016 5.140  0.142
H -17.757 -12.409 7.767  0.124
H -17.646 -10.703 7.496  0.124
H -16.103 -12.739 6.388  0.079
O -20.955 -9.444 9.697  0.063
C -20.787 -10.455 8.844  -0.904
O -21.562 -10.414 7.881  -0.054
O -19.924 -11.296 9.071  -0.018
H -21.738 -8.891 9.478  0.068
O -26.470 -15.424 7.850  0.067
C -26.070 -16.254 8.808  -0.837
O -24.813 -16.272 9.021  -0.112
O -26.905 -16.892 9.422  0.003
H -25.700 -15.023 7.355  0.065
O -23.092 -15.806 7.079  0.032
C -23.369 -14.857 6.146  -0.782
O -24.490 -14.260 6.263  -0.074
O -22.493 -14.673 5.294  -0.050
H -23.830 -15.841 7.761  0.045
C -21.284 -9.546 14.846  -0.704
F -21.428 -9.863 13.576  0.145
F -20.217 -8.757 14.869  0.129
F -22.362 -8.909 15.291  0.138
S -20.939 -11.083 15.786  0.611
O -21.888 -11.951 15.190  -0.282
O -19.550 -11.244 15.527  -0.255
N -21.279 -10.804 17.347  -0.291
S -21.860 -11.861 18.238  0.496
O -23.282 -12.014 18.221  -0.289
O -21.158 -13.128 18.267  -0.283
C -21.518 -11.211 19.876  -0.685
F -22.268 -10.164 20.297  0.090
F -21.738 -12.179 20.742  0.125
F -20.263 -10.784 20.135  0.099
C -17.752 -17.376 9.566  -0.749
F -18.841 -16.680 9.717  0.163
F -16.808 -16.875 10.377  0.141
F -18.014 -18.605 9.862  0.173
S -17.293 -17.265 7.790  0.631
O -18.509 -17.561 7.129  -0.283
O -16.795 -15.891 7.705  -0.319
N -16.118 -18.369 7.463  -0.282
S -16.462 -19.569 6.631  0.475
O -17.216 -20.602 7.298  -0.305
O -16.851 -19.382 5.279  -0.274
C -14.896 -20.371 6.438  -0.714
F -14.046 -19.586 5.752  0.105
F -14.212 -20.700 7.545  0.122
F -15.156 -21.462 5.740  0.131
C -27.979 -7.132 8.386  -0.810
F -28.489 -7.058 9.549  0.214
F -28.159 -8.306 7.893  0.177
F -28.540 -6.318 7.530  0.135
S -26.195 -6.645 8.330  0.675
O -25.647 -7.430 7.262  -0.298
O -26.369 -5.229 8.081  -0.302
N -25.535 -6.934 9.844  -0.279
S -24.880 -8.263 10.125  0.504
O -25.716 -9.415 9.945  -0.284
O -23.632 -8.485 9.466  -0.264
C -24.610 -8.198 11.874  -0.659
F -23.863 -9.255 12.102  0.148
F -23.944 -7.073 12.307  0.100
F -25.711 -8.225 12.647  0.134
C -21.091 -18.145 17.202  -0.821
F -21.932 -18.952 17.747  0.158
F -21.270 -17.019 17.783  0.202
F -19.896 -18.648 17.392  0.166
S -21.629 -18.060 15.464  0.658
O -21.647 -19.453 15.073  -0.308
O -22.886 -17.376 15.527  -0.282
N -20.427 -17.175 14.654  -0.277
S -20.578 -15.690 14.514  0.481
O -21.457 -15.260 13.450  -0.301
O -20.630 -14.905 15.697  -0.243
C -19.019 -15.353 13.768  -0.689
F -17.932 -15.481 14.547  0.121
F -18.763 -16.052 12.615  0.092
F -19.030 -14.070 13.510  0.147

Calculated values
E_tot in eV: -265925.970
HOMO in eV: -2.936
Frontier orbital gap in eV: 6.872
Charge: -3
2S+1: 1

***

# C40H77IN6O12P2S

C40H77IN6O12P2S as an isolated structure in a non-equilibrium geometry (ωB97M-V/def2-TZVPD, the OMol25 dataset).

Each line ends with the Löwdin charge.
CARTESIAN COORDINATES (ANGSTROEM)
C 3.110 0.264 3.104  -0.045
C 2.707 0.321 1.630  -0.242
O 1.763 -0.702 1.358  -0.139
C 1.739 -1.092 0.010  -0.246
C 1.137 -2.513 -0.177  -0.343
P 1.356 -2.777 -1.986  0.458
O 1.044 -4.111 -2.481  -0.286
O 0.481 -1.668 -2.748  -0.096
O 2.879 -2.423 -2.351  -0.116
C 1.942 -3.477 0.715  -0.879
I 1.878 -5.600 0.257  0.999
P 3.796 -3.128 1.043  0.374
S 4.806 -4.741 1.324  0.092
O 1.320 -3.367 1.979  -0.080
C -0.003 -3.024 1.825  -0.443
O -0.707 -3.035 2.760  0.189
C -0.343 -2.587 0.359  -0.188
C -1.081 -1.228 0.549  -0.086
C -2.607 -1.256 0.394  -0.168
C -3.408 -2.028 1.443  -0.184
C -3.603 -1.306 2.778  -0.189
C -4.098 0.147 2.645  -0.194
C -2.990 1.135 3.019  -0.223
C -2.685 1.169 4.501  -0.204
C -1.548 2.131 4.878  -0.190
C -0.278 1.962 4.026  -0.190
C 0.151 3.234 3.267  -0.199
C -0.251 3.206 1.797  -0.177
C 0.018 4.545 1.136  -0.232
O -0.403 4.535 -0.225  -0.188
C 0.618 4.062 -1.089  -0.111
C -1.194 -3.727 -0.215  -0.260
C -1.719 -3.600 -1.502  -0.037
C -2.487 -4.645 -2.012  -0.033
C -2.720 -5.755 -1.205  -0.045
C -2.166 -5.758 0.074  -0.121
N -1.407 -4.780 0.567  0.110
H 4.176 0.476 3.178  0.079
H 2.971 -0.736 3.500  0.072
H 2.595 1.006 3.699  0.056
H 3.606 0.203 1.020  0.115
H 2.291 1.310 1.437  0.108
H 2.748 -1.048 -0.398  0.084
H 1.157 -0.357 -0.559  0.113
H 0.540 -0.791 -2.343  0.082
H 2.958 -1.554 -2.769  0.100
H 3.805 -2.247 2.126  -0.013
H 4.249 -2.444 -0.095  -0.014
H -0.854 -0.862 1.544  0.110
H -0.713 -0.464 -0.132  0.107
H -2.926 -0.216 0.396  0.101
H -2.897 -1.633 -0.584  0.097
H -3.002 -3.015 1.643  0.094
H -4.403 -2.190 1.025  0.115
H -4.358 -1.864 3.331  0.109
H -2.706 -1.342 3.390  0.091
H -4.936 0.321 3.319  0.108
H -4.448 0.357 1.638  0.100
H -3.299 2.145 2.735  0.119
H -2.123 0.883 2.411  0.079
H -2.392 0.192 4.890  0.110
H -3.584 1.432 5.055  0.104
H -1.269 1.912 5.908  0.098
H -1.939 3.148 4.880  0.105
H -0.367 1.129 3.333  0.092
H 0.541 1.720 4.701  0.094
H -0.223 4.122 3.771  0.107
H 1.234 3.311 3.318  0.080
H -1.313 2.995 1.685  0.108
H 0.320 2.423 1.302  0.091
H 1.080 4.801 1.198  0.114
H -0.563 5.319 1.635  0.125
H 1.077 3.163 -0.669  0.076
H 1.376 4.834 -1.224  0.078
H 0.166 3.800 -2.032  0.066
H -1.553 -2.738 -2.125  0.104
H -2.883 -4.590 -3.015  0.111
H -3.309 -6.596 -1.531  0.100
H -2.351 -6.605 0.722  0.109
C -5.316 0.574 8.766  -0.012
C -4.995 1.907 8.133  -0.557
O -5.539 2.289 7.110  0.026
N -4.062 2.685 8.745  0.005
C -3.311 2.407 9.954  -0.079
H -6.071 0.081 8.162  0.082
H -4.428 -0.058 8.805  0.084
H -5.707 0.710 9.776  0.083
H -3.896 3.558 8.271  0.137
H -3.512 3.173 10.705  0.081
H -2.241 2.408 9.738  0.081
H -3.583 1.440 10.363  0.070
C 3.324 -3.504 -7.584  -0.012
C 3.190 -3.054 -6.147  -0.549
O 4.018 -2.320 -5.621  0.018
N 2.112 -3.486 -5.456  0.022
C 1.020 -4.333 -5.891  -0.066
H 4.232 -3.074 -7.997  0.079
H 3.392 -4.591 -7.642  0.080
H 2.473 -3.165 -8.175  0.081
H 2.091 -3.160 -4.504  0.077
H 0.075 -3.799 -5.785  0.088
H 0.984 -5.224 -5.262  0.082
H 1.141 -4.632 -6.927  0.065
C 0.986 4.583 -6.204  -0.009
C 1.404 4.815 -4.771  -0.539
O 1.445 3.910 -3.952  0.020
N 1.736 6.083 -4.413  0.011
C 1.747 7.276 -5.238  -0.075
H 0.754 3.530 -6.328  0.082
H 0.100 5.169 -6.447  0.085
H 1.793 4.848 -6.888  0.085
H 2.003 6.170 -3.446  0.133
H 2.750 7.704 -5.262  0.083
H 1.064 8.021 -4.824  0.084
H 1.440 7.048 -6.252  0.071
C 4.311 6.526 2.600  -0.009
C 3.008 6.337 3.342  -0.547
O 2.603 5.234 3.669  0.027
N 2.287 7.451 3.635  0.011
C 2.602 8.834 3.329  -0.076
H 4.760 5.551 2.443  0.081
H 4.138 6.995 1.631  0.083
H 4.999 7.142 3.180  0.084
H 1.430 7.256 4.128  0.140
H 2.671 9.414 4.251  0.083
H 1.816 9.266 2.708  0.083
H 3.545 8.907 2.800  0.070
C -0.990 -6.987 -9.340  -0.012
C -1.224 -7.137 -7.854  -0.562
O -2.125 -6.550 -7.279  0.027
N -0.384 -7.956 -7.165  0.006
C 0.737 -8.727 -7.669  -0.077
H -1.735 -6.306 -9.736  0.081
H 0.002 -6.577 -9.536  0.080
H -1.088 -7.949 -9.845  0.084
H -0.595 -8.010 -6.181  0.139
H 0.576 -9.789 -7.476  0.082
H 1.656 -8.421 -7.168  0.082
H 0.856 -8.582 -8.737  0.070

Calculated values
Relative energy (zero: lowest compared OMol25 entry of this formula, charge and spin) in kcal per mole: 0.0
E_tot in eV: -113756.030
HOMO in eV: -7.816
Frontier orbital gap in eV: 7.966
Charge: 0
2S+1: 1